# 1
Density functional theory data (wB97M-V/def2-TZVPD) for a single C4H9NO molecule at a distorted geometry.

```
15
Properties=species:S:1:pos:R:3:forces:R:3:lowdin_charge:R:1
C 2.3105 -0.6258 -0.2425 0.687 5.189 -3.323 -0.15
N 1.2316 0.2689 0.3439 0.170 -0.305 -2.092 -0.14
C -0.3036 0.3077 -0.1913 3.980 -1.624 1.353 -0.32
C -0.7148 1.7990 -0.0079 3.886 1.173 -0.651 -0.09
C -1.0438 -0.8814 0.5386 -3.787 0.266 -5.427 -0.11
O -1.9956 -1.0437 -0.3561 2.350 -1.836 5.721 -0.10
H 3.3318 -0.1958 0.1161 -1.816 -1.588 0.139 0.09
H 2.5064 -0.3077 -1.4466 -1.040 -1.081 2.989 0.12
H 2.0283 -1.6271 -0.1931 0.458 -1.923 0.230 0.02
H 1.3532 0.1230 1.3360 -0.990 0.213 0.225 0.06
H -0.5045 -0.1584 -1.3529 1.481 2.189 3.262 0.20
H -0.4418 2.4227 0.9378 -0.431 -2.012 -1.087 0.10
H 0.0425 2.3671 -0.7889 -2.402 -1.352 1.522 0.13
H -1.7371 1.9008 -0.1948 -1.544 0.530 -0.691 0.03
H -0.7248 -1.6546 1.4469 -1.001 2.160 -2.170 0.17
```
Positions in Å, forces in eV/Å.

Its SMILES is CN[C@H](C)C=O. The total charge is 0. As for the orbital gap: 8.8 eV.

=====

# 2
Density functional theory data (wB97M-V/def2-TZVPD) for a 3-piece molecular cluster, C5H15NO2 overall at a distorted geometry.

```
23
Properties=species:S:1:pos:R:3:forces:R:3:lowdin_charge:R:1
C 1.6084 0.9361 -0.8703 0.371 0.157 0.365 0.02
N 1.0160 0.9393 0.4531 -1.335 -0.231 -1.130 -0.03
C 0.7519 -0.2889 1.1684 0.451 -0.357 0.375 -0.11
C -0.5530 -0.0823 1.9341 0.383 0.295 0.506 -0.13
C -0.7057 1.4449 2.0122 -0.276 -0.354 -0.165 -0.13
C -0.0040 1.9296 0.7584 -0.029 0.159 0.272 -0.11
H 1.3967 1.8765 -1.3792 0.163 -0.101 0.123 0.11
H 1.1689 0.1141 -1.4404 0.071 0.020 -0.054 0.10
H 2.6851 0.7661 -0.7688 -0.072 -0.001 -0.160 0.13
H 0.7899 -1.1746 0.5240 0.053 0.341 -0.113 0.15
H 1.5861 -0.3827 1.8720 0.098 -0.164 0.127 0.16
H -0.4169 -0.4858 2.9283 -0.243 -0.227 0.173 0.12
H -1.4146 -0.5589 1.4848 0.010 -0.114 -0.327 0.12
H -0.2731 1.8355 2.9252 0.211 0.160 0.035 0.12
H -1.7563 1.7141 1.9955 -0.040 0.194 0.049 0.13
H -0.6852 1.9006 -0.1021 0.006 0.065 -0.093 0.16
H 0.4197 2.9269 0.8052 0.169 0.182 -0.065 0.15
H 0.7532 -0.0485 -4.5839 -0.064 -0.025 0.025 0.05
H -0.1324 -0.7218 -3.5249 -0.056 -0.038 -0.228 0.04
O 0.3575 0.0847 -3.7157 0.088 0.001 0.267 -0.06
H -2.7241 -4.4718 -1.3255 -0.171 0.350 -0.340 0.04
H -1.7466 -4.4167 -0.2315 0.070 0.568 -0.178 0.04
O -2.1214 -3.8364 -0.9188 0.142 -0.880 0.536 -0.08
```
Positions in Å, forces in eV/Å.

The total charge is +1. As for the orbital gap (alpha / beta): 11.6 / 7.6 eV. As for the expectation value of S²: 0.754. As for the spin multiplicity: 2.

=====

# 3
Density functional theory data (wB97M-V/def2-TZVPD) for C2H2HgMgO2 as an isolated structure at a distorted geometry.

```
8
Properties=species:S:1:pos:R:3:forces:R:3:lowdin_charge:R:1
H 3.4861 1.5032 0.6058 -2.667 0.464 -1.074 0.02
O -0.7938 1.1571 0.0667 -0.018 2.355 -0.184 -0.28
C -1.2570 0.0315 -0.0737 1.925 -2.685 0.527 -0.52
C -0.1506 -1.0737 -0.1543 -2.912 0.089 -0.596 -0.31
O 1.0159 -0.7502 -0.1693 0.695 0.014 0.091 -0.16
Mg -3.3957 -0.3129 0.0282 0.694 0.018 -0.167 1.20
Hg 1.5588 1.5775 -0.0687 2.275 -0.587 1.284 0.93
H -0.4637 -2.1327 -0.2348 0.007 0.333 0.120 0.11
```
Positions in Å, forces in eV/Å.

The total charge is +1. As for the orbital gap (alpha / beta): 4.4 / 6.2 eV. As for the expectation value of S²: 0.758. As for the spin multiplicity: 2.

=====

# 4
Density functional theory data (wB97M-V/def2-TZVPD) for C36H29Cl56FO3 as an isolated structure at a distorted geometry.

```
125
Properties=species:S:1:pos:R:3:forces:R:3:lowdin_charge:R:1
C -0.1674 -4.9172 2.2753 0.011 -0.108 0.805 -0.11
O -0.2980 -4.8651 0.7838 -1.120 1.813 1.673 -0.21
C -1.0063 -3.5813 0.4778 0.237 0.066 0.825 -0.22
C -2.3356 -3.7671 -0.4599 -0.869 -0.278 0.730 -0.11
C -3.5099 -2.7738 0.1830 -1.356 1.864 0.522 -0.14
C -3.1838 -1.1477 0.1222 -4.320 -0.912 2.323 -0.02
C -4.2939 -0.1008 0.7842 -0.270 -5.013 -0.142 -0.05
C -5.6386 -0.7844 1.4316 1.712 -1.500 -0.868 -0.08
C -5.9785 -2.3923 1.4856 4.215 1.116 -1.994 -0.05
C -4.8777 -3.4199 0.8390 1.244 5.101 -0.205 -0.07
C 0.0402 -2.4015 -0.0589 0.202 0.264 0.122 -0.18
F -0.0735 -2.1226 -1.5102 -0.073 -0.724 2.716 -0.09
O 1.4452 -2.7449 0.2129 -2.093 1.694 -1.207 -0.12
C 2.3855 -1.7653 -0.3516 1.891 0.628 0.492 -0.13
C 2.1914 -0.2251 0.2386 -0.153 -0.553 -0.076 -0.14
O 1.7725 0.6785 -0.8830 4.094 0.699 0.823 -0.19
C 3.0710 1.3096 -1.2867 1.715 1.163 -1.156 -0.11
C 3.9459 0.4962 -2.4123 2.166 3.561 1.225 0.06
C 5.4060 1.0896 -2.8785 -3.241 1.250 2.493 -0.19
C 6.2423 0.2363 -4.0080 -1.272 0.102 0.527 -0.11
C 5.9044 2.4911 -2.1682 -4.203 0.411 -0.107 -0.28
C 5.0019 3.3435 -1.0507 -1.873 -3.983 -1.914 0.00
C 3.5160 2.7401 -0.5780 2.360 -2.004 -2.669 -0.04
C 2.5911 3.5328 0.5255 -0.025 0.285 -0.021 -0.34
C 0.9981 3.6307 0.1460 -0.585 0.099 0.055 -0.16
C 2.6926 2.9536 2.0555 -0.574 0.662 0.686 -0.12
H 0.3965 -3.9410 2.6473 -1.055 -2.158 -0.705 0.11
H 0.4032 -5.8923 2.6415 -1.031 2.150 -1.272 0.11
H -1.2325 -4.9638 2.8100 2.108 0.208 -1.310 0.11
H -1.3996 -3.1995 1.5383 0.797 -0.490 -2.492 0.14
H -2.6895 -4.9039 -0.3733 0.791 2.523 0.022 0.14
H -2.1785 -3.5697 -1.6021 -0.103 -0.119 2.370 0.06
H -2.2148 -0.6816 -0.3403 -2.051 -1.282 0.822 0.07
H -4.0807 1.0715 0.7867 -0.718 -2.981 0.031 0.04
H -6.4250 -0.0536 1.9278 1.794 -1.726 -1.176 0.08
H -6.9461 -2.8408 1.9820 2.136 1.272 -1.114 0.09
H -4.9822 -4.5904 0.7964 0.978 3.925 0.286 -0.12
H -0.3214 -1.4091 0.4959 1.108 -1.926 -1.485 0.15
H 2.4626 -1.7929 -1.5367 -0.716 0.182 2.638 0.13
H 3.4682 -2.0992 0.0256 -2.531 0.402 -0.692 0.15
H 1.3696 -0.1593 1.0773 1.549 -0.301 -1.686 0.13
H 3.2091 0.1768 0.6749 -2.119 -0.965 -0.797 0.13
H 3.5778 -0.5213 -2.9170 0.686 2.632 1.394 0.09
H 7.2719 -0.1526 -3.6053 -1.872 1.071 -0.822 0.05
H 6.3128 0.8944 -4.9734 0.245 -1.270 1.887 0.09
H 5.5975 -0.7253 -4.2930 1.560 2.483 0.815 -0.01
H 6.9731 2.9329 -2.4620 -3.450 -0.422 -0.039 0.05
H 5.3794 4.3550 -0.5903 -0.717 -2.273 -1.083 0.09
H 2.9982 4.6546 0.5550 -0.709 -2.479 -0.145 0.14
H 0.7982 3.8526 -0.9930 0.718 -0.508 2.368 0.04
H 0.3816 2.6572 0.4488 1.669 2.007 -0.726 0.07
H 0.4790 4.5160 0.7453 1.304 -1.757 -1.106 0.05
H 3.7955 2.8597 2.4487 -2.136 -0.039 -0.946 0.09
H 2.1708 3.7686 2.7550 1.139 -1.800 -1.616 0.01
H 2.0617 1.9573 2.2366 1.614 2.051 -0.652 0.09
C -6.4677 -7.7713 0.4848 -0.223 -0.352 0.013 -1.96
Cl -7.4216 -7.9047 -1.0142 0.258 0.057 0.371 0.53
Cl -5.9214 -6.0882 0.6931 -1.017 -1.845 -0.204 0.62
Cl -7.4768 -8.2446 1.8749 0.254 0.256 -0.441 0.49
Cl -5.0513 -8.8475 0.3852 -0.317 0.273 0.033 0.52
C -2.5735 3.8210 -1.5308 0.023 -0.126 -0.179 -1.97
Cl -1.7763 5.4144 -1.5478 -0.202 -0.345 0.019 0.52
Cl -3.7101 3.7111 -2.8985 0.284 0.029 0.369 0.53
Cl -1.3436 2.5400 -1.6762 -0.629 0.161 -0.143 0.54
Cl -3.4638 3.6185 -0.0009 0.212 0.134 -0.291 0.53
C -7.1938 -11.0935 4.7977 0.084 -0.125 -0.064 -2.00
Cl -7.9253 -12.6955 5.0684 0.213 0.412 -0.166 0.50
Cl -8.4784 -9.8624 4.7038 0.236 -0.280 0.078 0.50
Cl -6.0970 -10.7057 6.1473 -0.288 -0.086 -0.312 0.52
Cl -6.2746 -11.1105 3.2715 -0.188 -0.091 0.457 0.49
C -10.1604 -14.2173 8.2631 0.006 0.047 0.028 -2.01
Cl -9.3632 -12.6239 8.2462 -0.242 -0.393 0.109 0.49
Cl -11.2970 -14.3272 6.8954 0.287 0.032 0.313 0.51
Cl -8.9305 -15.4982 8.1177 -0.287 0.316 0.017 0.51
Cl -11.0507 -14.4198 9.7931 0.215 0.040 -0.377 0.51
C 1.6528 5.9775 5.2648 -0.132 0.128 0.128 -1.96
Cl 0.6989 5.8441 3.7658 0.190 0.044 0.427 0.52
Cl 2.1992 7.6606 5.4731 -0.591 -0.530 0.290 0.48
Cl 0.6438 5.5042 6.6549 0.317 0.231 -0.381 0.50
Cl 3.0693 4.9013 5.1653 -0.254 0.265 0.076 0.53
C -2.8695 -1.8069 -4.2309 0.013 -0.029 0.027 -1.98
Cl -4.1598 -2.5055 -3.2200 0.256 0.225 -0.329 0.55
Cl -1.5202 -2.9639 -4.3548 -0.303 0.256 0.015 0.54
Cl -3.5096 -1.4645 -5.8581 0.153 -0.081 0.534 0.48
Cl -2.2885 -0.2939 -3.4908 -0.166 -0.362 -0.193 0.51
C -6.2234 0.2275 -8.7960 -0.062 -0.022 0.062 -1.99
Cl -6.9110 -0.2163 -10.3787 0.145 0.159 0.440 0.50
Cl -4.6075 -0.5033 -8.6247 -0.635 0.209 -0.010 0.45
Cl -6.0885 2.0005 -8.6831 -0.012 -0.438 -0.034 0.52
Cl -7.2866 -0.3711 -7.4976 0.269 0.146 -0.311 0.52
C 5.8001 9.3334 4.0146 0.203 -0.030 -0.058 -1.98
Cl 5.0685 7.7314 4.2853 0.637 0.418 -0.156 0.47
Cl 4.5155 10.5646 3.9207 0.234 -0.291 0.302 0.47
Cl 6.8969 9.7212 5.3642 -0.289 -0.090 -0.342 0.53
Cl 6.7192 9.3164 2.4884 -0.255 -0.058 0.362 0.51
C 7.6737 13.4895 1.8155 -0.036 0.054 0.044 -2.00
Cl 6.3834 12.7909 2.8264 0.481 0.347 -0.367 0.48
Cl 9.0230 12.3325 1.6916 -0.324 0.266 0.036 0.51
Cl 7.0336 13.8320 0.1884 0.154 -0.091 0.390 0.51
Cl 8.2547 15.0025 2.5557 -0.118 -0.351 -0.185 0.51
C -0.5923 2.5164 8.8290 0.028 -0.084 -0.029 -2.02
Cl -1.4793 1.1359 9.5235 0.216 0.355 -0.165 0.51
Cl -1.4146 4.0338 9.2715 0.196 -0.325 -0.116 0.50
Cl 1.0714 2.5347 9.4665 -0.410 0.015 -0.169 0.51
Cl -0.5467 2.3611 7.0546 -0.075 -0.107 0.465 0.49
C 5.1507 -3.4841 -6.4308 0.031 -0.103 -0.114 -2.00
Cl 3.9664 -4.6780 -7.0198 0.303 0.323 0.166 0.52
Cl 4.4642 -2.6011 -5.0439 -0.090 -0.547 -0.414 0.54
Cl 6.6381 -4.3237 -5.9231 -0.381 0.234 -0.107 0.52
Cl 5.5342 -2.3340 -7.7364 -0.100 -0.264 0.352 0.52
C 8.9402 0.4164 -0.9524 0.410 -0.020 0.575 -1.95
Cl 8.2087 -1.1856 -0.6817 0.134 0.329 -0.107 0.52
Cl 7.6557 1.6475 -1.0464 2.490 -2.099 1.551 0.66
Cl 10.0370 0.8042 0.3971 -0.022 -0.168 -0.187 0.51
Cl 9.8594 0.3994 -2.4786 -0.160 -0.005 0.297 0.52
C -2.9967 -1.8541 -12.0238 0.008 0.031 -0.007 -2.00
Cl -2.7230 -0.3005 -11.1953 0.136 -0.371 -0.485 0.49
Cl -1.9563 -1.9487 -13.4671 -0.247 0.011 0.339 0.51
Cl -2.6018 -3.1944 -10.9182 -0.107 0.337 -0.248 0.51
Cl -4.7054 -1.9727 -12.5145 0.473 -0.015 0.087 0.50
C 1.3644 8.9068 1.1309 0.095 0.016 0.035 -1.98
Cl 0.4506 7.4380 0.7036 0.172 0.322 -0.018 0.49
Cl 2.1178 9.5848 -0.3345 -0.192 -0.171 0.347 0.53
Cl 0.2575 10.1094 1.8404 0.264 -0.298 -0.152 0.52
Cl 2.6313 8.4949 2.3140 -0.531 0.010 -0.718 0.45
```
Positions in Å, forces in eV/Å.

The total charge is 0. As for the orbital gap: 7.7 eV.

=====

# 5
Density functional theory data (wB97M-V/def2-TZVPD) for a 2-piece molecular cluster, C7H11N overall at a distorted geometry.

```
19
Properties=species:S:1:pos:R:3:forces:R:3:lowdin_charge:R:1
C -2.2394 0.8003 0.3047 0.522 -0.193 -0.530 -0.33
C -1.0704 0.6586 0.1319 4.543 -1.285 -1.036 0.07
C 1.7096 0.8259 -1.0401 0.097 1.363 -0.585 -0.25
C -3.5802 0.8507 0.6665 -2.494 1.948 1.526 -0.18
C 0.6284 -1.5030 -1.1829 0.681 0.128 0.454 -0.07
C 1.7118 -0.6331 1.0063 1.980 0.075 -3.017 -0.04
C 1.2015 -0.3598 -0.3569 -2.974 0.360 -0.328 -0.24
N 2.1271 1.7926 -0.3492 0.423 1.705 0.420 0.11
H 1.6612 0.9346 -2.1169 -0.445 -0.532 -0.336 0.12
H -4.0230 -0.1083 0.6949 -0.295 -1.340 0.590 0.05
H -3.6185 1.3586 1.6964 -0.572 -0.719 -1.442 0.11
H -4.2567 1.3404 -0.0570 0.500 0.484 0.355 0.08
H -0.1578 -1.9826 -0.6082 0.191 -0.280 0.052 0.08
H 1.4710 -2.1867 -1.3751 -0.167 -0.169 0.300 0.09
H 0.2249 -1.2971 -2.1727 0.019 0.740 0.197 0.08
H 0.9809 -0.8826 1.6350 -2.872 -1.449 2.424 0.05
H 2.2351 0.1760 1.4000 0.684 1.624 0.492 0.06
H 2.4497 -1.4117 0.8699 0.150 -0.697 0.179 0.11
H 2.2842 2.7122 -0.8511 0.030 -1.764 0.285 0.09
```
Positions in Å, forces in eV/Å.

The total charge is 0. As for the orbital gap (alpha / beta): 7.4 / 7.4 eV.

=====

# 6
Density functional theory data (wB97M-V/def2-TZVPD) for C14H46Ba2F3O12 as an isolated structure at a distorted geometry.

```
77
Properties=species:S:1:pos:R:3:forces:R:3:lowdin_charge:R:1
Ba -2.4765 1.6543 -3.2089 0.914 0.136 2.555 1.97
Ba -0.6484 -0.9227 -6.0044 2.078 -0.722 1.511 1.88
C -0.3476 -0.7276 -1.8604 -1.462 -0.514 1.368 -0.42
O -1.3025 0.1018 -1.1506 0.581 -0.332 -0.331 -0.26
O -0.4556 -0.3470 -3.1633 -0.174 0.393 -1.825 -0.50
C 1.0269 -0.6569 -1.0947 -0.071 1.196 -1.740 -0.56
F 2.0008 -0.9134 -1.9928 0.270 0.041 -0.003 0.14
F 1.2148 0.5666 -0.5961 0.279 0.027 0.102 0.17
F 1.1407 -1.5405 -0.1298 0.197 0.018 -0.036 0.18
C -1.6473 -0.4077 0.1449 -1.194 0.182 1.323 -0.23
C -2.3211 0.6912 0.9489 -0.323 -0.365 0.195 -0.04
H -1.6561 1.3043 1.5571 0.092 0.179 -0.505 0.06
H -2.9605 1.2887 0.2960 -0.032 0.169 0.121 0.07
H -2.9888 0.2184 1.6713 -0.049 0.004 -0.033 0.10
H -0.8529 -0.8552 0.7451 0.375 0.743 -0.672 0.07
H -2.3681 -1.2317 0.0762 0.040 -0.007 -0.626 0.13
H -0.6422 -1.7614 -1.6216 -0.192 -0.231 -0.711 0.16
C 0.2857 0.1785 3.2279 0.558 1.757 0.304 -0.16
O 1.1977 0.6563 4.2156 -0.521 -0.203 -0.838 -0.10
H 0.8190 -0.3665 2.4433 -0.274 -0.666 0.184 0.08
H -0.5550 -0.3002 3.7190 0.141 -0.549 -0.104 0.09
H -0.1162 1.0742 2.7209 -0.217 -0.215 -0.028 0.05
H 1.7538 1.2663 3.6924 0.421 -0.287 0.776 0.02
C -2.1413 -4.7177 -0.4910 0.869 -0.726 -0.366 -0.14
O -1.0013 -5.2516 0.1983 0.568 -1.736 -2.203 -0.15
H -1.7489 -4.4667 -1.4756 -0.417 -0.168 -0.431 0.05
H -2.9429 -5.4569 -0.5077 -0.123 0.052 -0.440 0.09
H -2.4572 -3.8302 0.0671 -0.588 -0.397 -1.680 0.05
H -1.2039 -5.1818 1.1428 0.215 -0.646 -0.912 0.05
C 1.0457 -4.6602 -3.0285 -0.397 0.470 1.461 -0.19
O 2.2617 -5.3234 -3.2327 -0.493 0.154 -0.449 -0.07
H 0.6432 -4.1628 -3.9214 -0.048 -0.045 -0.273 0.05
H 0.2626 -5.2378 -2.5221 0.013 -0.602 -0.625 0.08
H 1.1719 -3.8992 -2.2491 0.559 0.254 -0.314 0.07
H 2.1039 -5.9647 -3.9361 0.301 -0.181 0.215 0.09
C 2.3197 2.9058 1.8600 0.633 1.455 -0.301 -0.15
O 3.0317 2.1748 2.8465 -0.162 0.278 -0.530 -0.10
H 2.4776 2.5531 0.8386 -0.321 -0.922 0.268 0.07
H 1.2731 3.0495 2.1416 -0.125 -0.301 -0.238 0.07
H 2.7439 3.9121 1.7375 -0.106 0.047 0.446 0.09
H 3.4061 2.8375 3.4386 0.154 -0.307 0.169 0.11
C -4.1136 2.2157 3.8037 1.492 -0.138 0.152 -0.13
O -4.5533 3.0020 2.6969 -0.698 -0.211 0.261 -0.14
H -4.7614 1.4068 4.1459 -0.493 0.366 -0.215 0.09
H -3.1884 1.7245 3.4909 -0.034 0.055 -0.068 0.05
H -3.8153 2.8629 4.6322 -0.307 -0.100 0.109 0.10
H -5.3447 3.4532 3.0213 0.063 0.093 -0.375 0.10
C 5.0941 -0.0474 -0.7573 0.412 0.617 -0.226 -0.19
O 5.8783 -1.0498 -0.1705 0.108 -0.029 0.164 -0.09
H 4.2941 0.3507 -0.1242 -0.222 -0.404 0.009 0.07
H 5.7360 0.8211 -0.9300 0.157 -0.155 0.002 0.08
H 4.7418 -0.3533 -1.7499 -0.363 -0.056 0.110 0.06
H 5.3509 -1.6556 0.3553 -0.096 0.038 -0.041 0.08
C 3.4463 -0.1577 -5.5770 -0.048 0.051 1.084 -0.08
O 2.2804 -0.6715 -4.8864 -1.991 -0.161 -1.168 -0.25
H 3.5143 0.9266 -5.4923 -0.091 0.015 -0.049 0.09
H 4.3215 -0.5949 -5.1033 0.180 -0.081 -0.402 0.10
H 3.3228 -0.4490 -6.6141 0.281 -0.103 -0.021 0.08
H 2.2032 -0.5626 -3.9311 0.709 0.225 0.013 0.04
C -2.1938 4.9617 1.9296 1.046 -0.316 1.608 -0.14
O -2.9416 4.5867 0.7943 0.413 -0.726 -0.710 -0.13
H -1.8798 4.0988 2.5393 -0.682 -0.109 0.008 0.08
H -1.1962 5.3685 1.7357 -0.460 0.469 -0.934 0.08
H -2.7309 5.6588 2.5726 -0.032 -0.006 -0.124 0.10
H -3.6318 3.9814 1.1077 -0.140 0.237 0.407 0.06
C -0.3051 3.5184 -1.0968 0.993 0.289 0.652 -0.11
O -1.6737 3.1026 -1.1582 0.049 0.032 -0.443 -0.38
H -0.1286 4.5832 -0.9175 -0.785 0.138 -0.304 0.11
H 0.1680 3.0550 -0.2272 0.132 -0.446 -0.380 0.08
H 0.2288 3.2803 -2.0192 -0.099 -0.322 0.032 0.08
H -2.0108 3.2882 -0.2482 -0.698 0.506 -0.373 0.06
C -0.5996 -2.9844 1.6545 0.461 -0.264 1.154 -0.09
O -1.7462 -3.8053 1.5183 -0.778 3.174 4.576 -0.22
H -0.2768 -2.5438 0.7102 -0.690 -0.778 0.307 0.05
H -0.8214 -2.2063 2.3883 0.267 0.129 -0.133 0.08
H 0.2363 -3.5840 2.0310 0.009 0.149 -0.045 0.12
H -2.2499 -3.8313 2.3325 -0.035 0.388 0.583 0.14
```
Positions in Å, forces in eV/Å.

The total charge is +3. As for the orbital gap: 3.3 eV.

=====

Values for calculated total energy, hartree, ordered as above
-287.621637; -404.448431; -580.971619; -27484.443520; -327.841637; -1813.296439